# 1
Here is a molecular structure, C41H30Br4ClN2O6PRhS from the OMol25 dataset. Energies are from wB97M-V/def2-TZVPD.

The molecular weight comes out at 1167.71 g mol⁻¹. The expectation value of S² is 6.0265. The max |F| comes out at 3.0 eV/A. As for the spin multiplicity: 5. The calculation puts the gap between HOMO and LUMO (alpha / beta) at 6.8 / 6.8 eV. The calculation puts the relative energy (zero: lowest compared OMol25 entry of this formula, charge and spin) at 39.5 kcal per mole. Its total charge is -1.

Element x y z (Å)
Rh (7.40575, -18.59222, -12.93120)
Br (7.53863, -11.37210, -10.82681)
C (7.49048, -12.97066, -11.73724)
C (7.60938, -13.04614, -13.14762)
Br (7.70044, -11.47406, -14.19077)
C (7.65771, -14.21082, -13.88294)
Br (8.00745, -14.32068, -15.72853)
C (7.51235, -15.46085, -13.17363)
O (7.43530, -16.55779, -13.78310)
C (7.40291, -15.45046, -11.70343)
O (7.26333, -16.52456, -11.07795)
C (7.31084, -14.13643, -11.02712)
Br (7.09430, -14.09867, -9.12081)
Cl (6.94542, -21.97261, -13.23952)
C (5.54873, -22.13634, -12.17450)
C (5.23788, -23.45037, -11.90695)
C (4.35191, -23.81483, -10.90676)
C (3.59677, -22.80088, -10.21892)
C (3.93993, -21.44851, -10.51073)
C (4.96226, -21.14211, -11.47551)
P (5.45454, -19.40944, -11.62151)
C (3.97269, -18.47785, -12.06402)
C (2.69133, -19.00215, -12.13714)
C (1.62187, -18.14900, -12.40551)
C (1.85250, -16.81461, -12.68814)
C (3.14432, -16.28313, -12.85139)
C (4.18881, -17.11260, -12.49681)
C (5.88832, -19.10256, -9.81430)
C (6.84097, -19.92037, -9.20583)
C (7.35906, -19.73529, -7.92546)
C (6.86715, -18.68967, -7.15131)
C (5.89681, -17.86201, -7.71162)
C (5.43058, -18.01200, -9.02339)
H (5.96822, -24.12961, -12.39918)
H (4.18019, -24.86973, -10.69875)
H (2.79646, -22.92336, -9.49723)
H (3.56374, -20.64862, -9.85613)
H (2.54992, -20.05626, -12.02419)
H (0.56941, -18.50538, -12.28538)
H (0.98766, -16.13168, -12.79831)
H (3.39045, -15.25745, -13.06209)
H (5.25799, -16.75820, -12.61700)
H (7.14769, -20.74626, -9.87792)
H (8.03387, -20.52784, -7.60032)
H (7.23808, -18.39720, -6.21293)
H (5.49818, -17.01557, -7.09366)
H (4.71845, -17.34245, -9.41940)
C (0.56227, -20.91586, -16.67068)
C (1.91778, -21.51287, -16.88216)
C (2.31334, -21.87770, -18.14493)
C (3.55947, -22.41952, -18.42033)
C (4.43030, -22.58728, -17.28055)
C (3.95231, -22.28828, -15.97790)
C (2.70953, -21.76028, -15.79339)
S (6.08086, -23.09228, -17.43007)
O (6.26011, -24.25075, -16.59486)
O (6.42554, -23.22648, -18.81344)
N (6.97354, -21.91986, -16.80884)
C (6.92464, -20.57863, -17.42798)
C (5.72662, -19.72977, -16.88116)
C (5.71568, -19.54242, -15.36969)
O (6.88852, -19.32708, -14.88771)
O (4.71135, -19.60961, -14.67885)
H (0.56767, -20.52790, -15.65687)
H (-0.12630, -21.71489, -16.72311)
H (0.39298, -20.08325, -17.41756)
H (1.71040, -21.53808, -19.03427)
H (3.86069, -22.62024, -19.44884)
H (4.70741, -22.42728, -15.27269)
H (2.35721, -21.47432, -14.80721)
H (6.88118, -21.83981, -15.76530)
H (6.89741, -20.62218, -18.54632)
H (7.84795, -20.06274, -17.13750)
H (4.82403, -20.22611, -17.25814)
H (5.73388, -18.76644, -17.38052)
N (13.67223, -20.76113, -9.43255)
C (12.77775, -20.43077, -10.10025)
C (11.59095, -19.92638, -10.75763)
C (10.77002, -18.98162, -10.12571)
C (9.59222, -18.55195, -10.70864)
C (9.21521, -19.00859, -11.95112)
C (10.07881, -19.87503, -12.61607)
C (11.25452, -20.30772, -11.99703)
H (11.13443, -18.49317, -9.16303)
H (8.94342, -17.86976, -10.14509)
H (9.93151, -20.20886, -13.60931)
H (11.82126, -21.01599, -12.55503)

Atomic partial charges in e from the Mulliken method, atoms 1 to 2: atom 1 (Rh): 0.039, atom 2 (Br): -0.161

---

# 2
Here is 3 unconnected molecules or ions with the total composition C5H8O from the OMol25 dataset. Energies are from wB97M-V/def2-TZVPD.

The molecular weight comes out at 84.12 g mol⁻¹. The max |F| comes out at 0.5 eV/A. As for the spin multiplicity: 1. The calculation puts the gap between HOMO and LUMO at 10.6 eV. The calculation puts the relative energy (zero: lowest compared OMol25 entry of this formula, charge and spin) at 80.9 kcal per mole. Its total charge is 0.

Element x y z (Å)
O (1.31348, 1.58793, 0.83471)
C (0.58570, 0.82358, -0.08827)
C (0.92352, -0.66317, -0.24584)
C (-0.18481, -1.22790, -0.91569)
C (-1.30607, -0.42072, -0.68539)
C (-0.91751, 0.66006, 0.13355)
H (1.15526, 1.19544, 1.71031)
H (0.72616, 1.32121, -1.06133)
H (0.31066, -0.72986, 1.25063)
H (1.95082, -1.01997, -0.32988)
H (-0.20558, -2.19525, -1.41509)
H (-2.33156, -0.65953, -0.96539)
H (-1.56356, 1.49954, 0.39574)
H (-0.45652, -0.17137, 1.38194)

Atomic partial charges in e from the Mulliken method, atoms 1 to 2: atom 1 (O): -0.510, atom 2 (C): -0.481

---

# 3
Here is a molecular structure, C29H25BrF5IO2Y from the OMol25 dataset. Energies are from wB97M-V/def2-TZVPD.

The molecular weight comes out at 796.22 g mol⁻¹. The max |F| comes out at 0.5 eV/A. As for the spin multiplicity: 1. The calculation puts the gap between HOMO and LUMO at 7.6 eV. The calculation puts the relative energy (zero: lowest compared OMol25 entry of this formula, charge and spin) at 11.2 kcal per mole. Its total charge is -1.

Element x y z (Å)
Y (-0.60479, -0.26770, 0.09553)
C (-0.95153, -1.90581, 2.08840)
C (-0.22803, -2.69202, 1.15548)
C (-1.06144, -2.90982, 0.03600)
C (-2.30715, -2.27324, 0.28167)
C (-2.24450, -1.65928, 1.56089)
C (-3.35106, -0.95938, 2.29723)
C (-3.51214, -2.40094, -0.60540)
C (-0.73647, -3.73241, -1.17455)
C (1.16418, -3.20809, 1.34447)
C (-0.44020, -1.45679, 3.42639)
H (-3.66808, -1.54723, 3.16412)
H (-4.22544, -0.81119, 1.66581)
H (-3.05384, 0.02705, 2.66153)
H (-3.91380, -3.41934, -0.57881)
H (-3.28021, -2.17065, -1.64737)
H (-4.32305, -1.74186, -0.28906)
H (-1.13204, -4.74915, -1.07475)
H (0.34017, -3.81480, -1.32658)
H (-1.15882, -3.30202, -2.08267)
H (1.16762, -4.19512, 1.81734)
H (1.74992, -2.53706, 1.97174)
H (1.69313, -3.29400, 0.39408)
H (-0.52279, -2.25342, 4.17292)
H (-1.00101, -0.59907, 3.80260)
H (0.60929, -1.15900, 3.37903)
I (-3.47392, 1.12819, -0.72464)
C (-2.76555, 3.05891, -0.33513)
C (-3.53102, 4.09771, -0.78315)
C (-3.11667, 5.42022, -0.52836)
C (-1.96526, 5.64190, 0.16634)
C (-1.17227, 4.56688, 0.63259)
C (0.02083, 4.82737, 1.35159)
C (0.78134, 3.79348, 1.80465)
C (0.38021, 2.46111, 1.54544)
C (-0.74696, 2.11011, 0.82762)
C (-1.54948, 3.21712, 0.38353)
H (-4.44496, 3.91082, -1.32996)
H (-3.71600, 6.24824, -0.88521)
H (-1.63423, 6.65358, 0.37297)
H (0.30767, 5.85955, 1.52161)
H (1.69840, 3.97781, 2.35123)
H (1.04928, 1.68796, 1.91244)
Br (6.99078, -1.99486, -3.36389)
C (5.67980, -1.40562, -2.11765)
C (4.35227, -1.72471, -2.33204)
C (3.40331, -1.29188, -1.41675)
C (3.78099, -0.55094, -0.30586)
C (5.12430, -0.24459, -0.11202)
C (6.08252, -0.66663, -1.01709)
C (2.77138, -0.09017, 0.72342)
O (3.16169, 0.44726, 1.75074)
O (1.53750, -0.33357, 0.44497)
H (4.05750, -2.29660, -3.20097)
H (2.35941, -1.51846, -1.57552)
H (5.39845, 0.32844, 0.76344)
H (7.12749, -0.42826, -0.87329)
F (-1.61354, -1.08279, -3.15995)
C (-0.56473, -0.43999, -2.49192)
F (0.56568, -1.19026, -2.85908)
C (-0.38365, 0.87862, -3.25012)
F (-1.54427, 1.54099, -3.37611)
F (0.12855, 0.75494, -4.49008)
F (0.45529, 1.68045, -2.55986)

Atomic partial charges in e from the Mulliken method, atoms 1 to 2: atom 1 (Y): 0.360, atom 2 (C): 0.412

---

# 4
Here is a molecular structure, C2HCsLiO2 from the OMol25 dataset. Energies are from wB97M-V/def2-TZVPD.

The molecular weight comes out at 196.87 g mol⁻¹. The max |F| comes out at 1.8 eV/A. As for the spin multiplicity: 1. The calculation puts the gap between HOMO and LUMO at 5.5 eV. The calculation puts the relative energy (zero: lowest compared OMol25 entry of this formula, charge and spin) at 0.0 kcal per mole. Its total charge is +1.

Element x y z (Å)
O (-3.03371, 0.40701, -2.45886)
C (-3.81280, -0.29863, -2.87586)
Cs (-0.45347, 2.50909, -0.50021)
C (1.92075, 0.34865, 1.38997)
O (1.47211, -0.82488, 1.37225)
Li (1.47578, -2.70938, 0.69728)
H (2.43133, 0.56814, 2.37543)

Atomic partial charges in e from the Mulliken method, atoms 1 to 2: atom 1 (O): -0.117, atom 2 (C): 0.119